Record 1
# CH3Br2PS

A cluster of 2 separate species, CH3Br2PS in total (ωB97M-V/def2-TZVPD, OMol25).

Values from the calculation:
**Highest occupied orbital energy (spin up / spin down)**: -8.91 / -9.10 eV
**Energy above the lowest of the compared OMol25 structures with the same formula, charge and spin**: 77.8 kcal per mole
**Charge**: 0
**Kohn-Sham gap (spin up / spin down)**: 8.15 / 6.53 eV
**LUMO energy (spin up / spin down)**: -0.760 / -2.579 eV
**E**: -5927.40963 a.u.

Geometry (Å):
1 C -1.738 -0.037 -0.253
2 P 1.296 0.161 0.334
3 S 1.791 0.097 2.212
4 Br 1.970 -1.739 -0.798
5 Br 2.105 1.704 -0.936
6 H -1.358 0.245 -1.188
7 H -1.901 -1.059 0.253
8 H -2.165 0.628 0.376

Record 2
# CH3Br3N

A structure of composition CH3Br3N (ωB97M-V/def2-TZVPD, OMol25).

Values from the calculation:
**Highest occupied orbital energy (spin up / spin down)**: -11.64 / -15.09 eV
**2S+1**: 3
**Charge**: +1
**Kohn-Sham gap (spin up / spin down)**: 7.27 / 6.00 eV
**LUMO energy (spin up / spin down)**: -4.364 / -9.085 eV
**E**: -7816.23005 a.u.

Geometry (Å):
1 C 0.676 1.966 0.066
2 N 0.129 0.174 -0.139
3 Br -0.896 3.055 0.187
4 Br 1.630 2.204 -1.468
5 Br 1.835 1.982 1.743
6 H -0.413 -0.189 -0.966
7 H 0.902 -0.504 -0.033
8 H -0.465 -0.119 0.619

Record 3
# CH3Br3P

A cluster of 2 separate species, CH3Br3P in total (ωB97M-V/def2-TZVPD, OMol25).

Values from the calculation:
**Highest occupied orbital energy (spin up / spin down)**: -14.21 / -14.08 eV
**Energy above the lowest of the compared OMol25 structures with the same formula, charge and spin**: 71.2 kcal per mole
**Charge**: +1
**Kohn-Sham gap (spin up / spin down)**: 7.28 / 6.11 eV
**LUMO energy (spin up / spin down)**: -6.938 / -7.973 eV
**E**: -8102.96094 a.u.

Geometry (Å):
1 C 0.023 -0.001 -0.094
2 P 3.086 -0.092 0.174
3 Br 3.971 -1.505 -1.228
4 Br 3.919 2.009 -0.325
5 Br 3.722 -0.417 2.212
6 H 0.126 0.805 -0.932
7 H -0.012 0.338 0.854
8 H -0.129 -1.089 -0.335

Record 4
# CH3Br3P

A structure of composition CH3Br3P (ωB97M-V/def2-TZVPD, OMol25).

Values from the calculation:
**Highest occupied orbital energy (spin up / spin down)**: -11.66 / -14.64 eV
**2S+1**: 3
**Energy above the lowest of the compared OMol25 structures with the same formula, charge and spin**: 27.9 kcal per mole
**Charge**: +1
**Kohn-Sham gap (spin up / spin down)**: 6.70 / 4.56 eV
**LUMO energy (spin up / spin down)**: -4.952 / -10.078 eV
**E**: -8102.86913 a.u.

Geometry (Å):
1 C -0.028 -0.210 -0.131
2 P 0.919 -1.145 -2.179
3 Br 3.080 -1.055 -2.246
4 Br 0.336 -3.232 -2.151
5 Br -0.201 -0.376 -3.948
6 H -0.398 0.683 -0.431
7 H 0.860 -0.248 0.372
8 H -0.592 -1.179 0.013